Density functional theory data (ωB97M-V/def2-TZVPD) for a 2-piece molecular cluster, C2H4S3 overall at a distorted geometry.

Calculated values
ΔE to the lowest compared entry with this formula, charge and spin = 2.567 eV
Strongest force on any atom = 0.035 Eh/bohr
Multiplicity = 1
Molar mass = 124.3 g/mol

Cartesian coordinates (Å):
C: 0.158 0.323 -1.570
C: -0.040 -0.520 1.945
S: 0.946 -1.036 -1.683
S: -0.519 1.546 -2.450
S: -0.447 0.991 1.063
H: -0.789 -1.280 1.743
H: -0.043 -0.263 3.003
H: 0.949 -0.857 1.648
H: -0.216 1.095 -3.700

***

Density functional theory data (ωB97M-V/def2-TZVPD) for a 26-piece molecular cluster, C2H57BrNO25P overall at a distorted geometry.

Calculated values
Calculated total energy = -4961.42225 hartree
Strongest force on any atom = 0.056 Eh/bohr
Multiplicity = 1
Molar mass = 606.3 g/mol

Cartesian coordinates (Å):
C: -2.262 -0.020 -1.285
C: -2.196 0.206 0.371
N: -2.728 -1.027 1.069
P: -1.419 -2.150 1.565
Br: -0.192 -2.738 -0.308
H: -3.021 0.755 -1.729
H: -2.569 -1.148 -1.524
H: -1.143 0.148 -1.652
H: -2.829 1.185 0.565
H: -1.079 0.485 0.674
H: -3.372 -0.792 1.862
H: -0.421 -1.445 2.380
O: -3.648 -4.404 0.064
H: -4.192 -4.777 0.774
H: -3.069 -3.774 0.518
O: -5.189 -6.603 1.679
H: -4.389 -7.147 1.634
H: -5.903 -7.247 1.806
O: 0.932 0.575 -2.001
H: 0.959 -0.278 -1.543
H: 1.553 0.464 -2.737
O: -5.101 -8.708 0.208
H: -4.447 -8.090 -0.151
H: -5.614 -8.982 -0.566
O: -0.303 -5.349 2.783
H: -0.264 -4.709 2.056
H: 0.461 -5.122 3.335
O: 1.708 -6.745 0.522
H: 0.973 -6.856 -0.100
H: 1.283 -6.416 1.328
O: -2.188 3.270 -0.936
H: -1.388 2.726 -0.980
H: -2.901 2.626 -0.808
O: -3.088 -0.064 3.757
H: -3.555 0.632 4.243
H: -2.288 -0.220 4.282
O: -0.630 -3.547 5.098
H: -1.144 -4.099 5.706
H: -1.235 -3.387 4.358
O: 1.644 3.118 -3.221
H: 0.856 3.622 -3.473
H: 1.287 2.316 -2.810
O: 0.669 -1.001 4.555
H: 0.617 -1.968 4.523
H: 1.601 -0.823 4.751
O: 3.291 5.694 -3.297
H: 4.092 5.150 -3.342
H: 2.578 5.050 -3.170
O: 2.156 -8.677 -2.252
H: 2.263 -8.308 -1.362
H: 2.053 -7.897 -2.817
O: 5.634 5.659 -4.954
H: 5.599 6.623 -5.049
H: 5.031 5.334 -5.639
O: 0.124 -7.129 5.583
H: 0.275 -8.048 5.318
H: -0.254 -6.716 4.792
O: -1.319 -7.615 -0.013
H: -2.107 -7.111 -0.264
H: -1.676 -8.417 0.399
O: 0.620 -4.775 7.742
H: 0.771 -5.695 7.477
H: 0.243 -4.363 6.950
O: 3.541 -3.808 7.970
H: 2.625 -3.710 8.273
H: 3.962 -4.336 8.666
O: 2.982 8.531 -3.021
H: 2.929 7.564 -3.053
H: 3.914 8.709 -2.825
O: 1.726 10.062 -5.752
H: 0.810 10.160 -5.449
H: 2.147 9.535 -5.056
O: 0.684 5.233 -4.779
H: 1.338 5.851 -5.138
H: 0.170 4.959 -5.554
O: 6.023 7.703 -6.945
H: 6.677 8.321 -7.304
H: 5.509 7.429 -7.719
O: -4.716 4.641 0.576
H: -4.677 5.280 -0.151
H: -3.952 4.868 1.128
O: -3.938 7.153 1.505
H: -3.830 7.522 2.394
H: -4.040 7.934 0.939
O: 6.608 9.601 -4.771
H: 7.262 10.219 -5.131
H: 6.095 9.327 -5.546

***

Density functional theory data (ωB97M-V/def2-TZVPD) for C2H5AgBCl2F6NSb as an isolated structure at a distorted geometry.

Calculated values
Calculated total energy = -2065.57356 hartree
Strongest force on any atom = 0.238 Eh/bohr
⟨S²⟩ = 0.75
Multiplicity = 2
Molar mass = 468.4 g/mol

Cartesian coordinates (Å):
Ag: 2.016 0.232 1.099
Cl: 3.160 -1.525 -0.041
C: 1.965 -1.589 -1.373
Cl: 2.187 -0.258 -2.525
H: 0.968 -1.474 -0.928
H: 2.186 -2.452 -2.023
F: -2.103 -2.555 -1.205
Sb: -2.633 -1.054 -0.309
F: -1.956 0.137 -1.577
F: -4.253 -0.643 -1.068
F: -1.118 -1.186 0.799
F: -3.825 -1.739 0.922
F: -2.785 1.159 0.621
B: -1.938 1.607 1.716
C: -0.502 1.918 1.435
N: 0.504 2.315 1.282
H: 5.588 2.894 0.024
H: 5.024 2.742 0.475
H: -2.487 1.470 2.674

***

Density functional theory data (ωB97M-V/def2-TZVPD) for C2H5B as an isolated structure at a distorted geometry.

Calculated values
ΔE to the lowest compared entry with this formula, charge and spin = 3.010 eV
Strongest force on any atom = 0.040 Eh/bohr
Multiplicity = 1
Molar mass = 39.9 g/mol

Cartesian coordinates (Å):
B: -0.451 -0.866 0.612
C: 1.602 0.653 0.883
C: 0.685 -0.254 0.970
H: -1.339 -1.525 0.842
H: -2.034 -0.164 -2.161
H: 2.028 1.187 1.696
H: 2.030 0.834 -0.106
H: -2.521 0.135 -2.737

***

Density functional theory data (ωB97M-V/def2-TZVPD) for one molecule with the formula C2H5B at a distorted geometry.

Calculated values
ΔE to the lowest compared entry with this formula, charge and spin = 1.024 eV
Strongest force on any atom = 0.117 Eh/bohr
Multiplicity = 1
Molar mass = 39.9 g/mol
Structure (SMILES) = BC=C

Cartesian coordinates (Å):
B: -1.059 -0.438 0.853
C: 0.908 0.182 -0.977
C: 0.253 0.185 0.335
H: -1.583 -1.125 -0.019
H: -1.412 -0.008 1.903
H: 1.593 0.937 -1.350
H: 0.796 -0.690 -1.674
H: 0.504 0.958 0.930

***

Density functional theory data (ωB97M-V/def2-TZVPD) for one molecule with the formula C2H5BO at a distorted geometry.

Calculated values
ΔE to the lowest compared entry with this formula, charge and spin = 2.667 eV
Strongest force on any atom = 0.045 Eh/bohr
Multiplicity = 1
Molar mass = 55.9 g/mol
Structure (SMILES) = BCC=O

Cartesian coordinates (Å):
B: 0.992 -0.779 0.083
C: -0.329 -0.092 -0.529
C: -1.657 0.103 0.181
O: -2.715 -0.456 -0.029
H: 1.124 -0.994 1.227
H: 1.674 -1.314 -0.707
H: -0.531 -0.514 -1.514
H: 0.100 0.907 -0.695
H: -1.589 0.910 0.953